C27H35BrCl2NOSSe2Yb | ωB97M-V/def2-TZVPD

Last column: Mulliken spin population.
Geometry (Å):
1 Yb -0.0008 0.1226 0.0860  1.00
2 C 0.6897 -0.7727 3.6126  0.00
3 C 0.2371 -1.4917 2.3168  0.00
4 C 1.3031 -1.9684 1.4837  0.00
5 C 2.7273 -1.8403 2.0002  0.00
6 C 0.9766 -2.6658 0.3002  0.00
7 C 2.1345 -3.4094 -0.3990  0.00
8 C -0.3673 -2.9675 0.0528  0.00
9 C -0.7684 -3.8733 -1.0330  0.00
10 C -1.4099 -2.3610 0.7995  0.00
11 C -2.8087 -2.7938 0.5478  0.00
12 C -1.1162 -1.7918 2.0041  0.00
13 C -2.2027 -1.5022 2.9982  0.00
14 H 0.9300 -1.4321 4.4476  0.00
15 H -0.0881 -0.0744 4.0020  0.00
16 H 1.5668 -0.2295 3.3652  0.00
17 H 3.3956 -1.4442 1.2517  0.00
18 H 2.9970 -2.8062 2.4176  0.00
19 H 2.7764 -1.1869 2.8785  0.00
20 H 1.9748 -3.7747 -1.3863  0.00
21 H 2.4120 -4.2418 0.2260  0.00
22 H 3.0165 -2.7334 -0.5069  0.00
23 H -1.2701 -4.6280 -0.4817  0.00
24 H 0.0348 -4.3346 -1.5615  0.00
25 H -1.4475 -3.3992 -1.7685  0.00
26 H -3.6309 -2.2140 1.0726  0.00
27 H -2.9442 -3.8176 0.7998  0.00
28 H -3.0511 -2.7176 -0.5006  0.00
29 H -3.0362 -0.9720 2.5974  0.00
30 H -1.8184 -0.9881 3.8927  0.00
31 H -2.6061 -2.4733 3.3259  0.00
32 C 1.3930 2.4770 3.5555  0.00
33 Se 1.1374 2.5358 1.6241  0.00
34 C -0.4298 3.6787 1.6706  0.00
35 C -1.7024 3.1774 2.3192  0.00
36 Se -2.4098 1.5085 1.6058  0.00
37 C -3.4788 2.4272 0.2027  0.00
38 H 0.5487 2.0604 4.1936  0.00
39 H 1.4626 3.5033 3.9274  0.00
40 H 2.2512 1.9327 3.7389  0.00
41 H -0.6271 3.9594 0.6994  0.00
42 H -0.0643 4.6092 2.1050  0.00
43 H -2.5338 3.9613 2.2707  0.00
44 H -1.5645 3.0303 3.3733  0.00
45 H -4.3726 2.8150 0.7461  0.00
46 H -3.7555 1.6850 -0.5195  0.00
47 H -2.8183 3.1434 -0.2779  0.00
48 Cl -0.3788 2.4633 -1.4617  0.00
49 C -1.4383 2.0401 -2.8157  0.00
50 C -1.4196 2.8752 -3.8976  0.00
51 C -2.2727 2.5589 -4.9327  0.00
52 C -3.1590 1.5593 -4.8737  0.00
53 C -3.1478 0.6807 -3.7805  0.00
54 Cl -4.2937 -0.5985 -3.8019  0.00
55 C -2.1803 0.8499 -2.7270  0.00
56 S -1.8593 -0.4629 -1.5782  0.00
57 H -0.6842 3.7303 -3.8847  0.00
58 H -2.1739 3.0993 -5.8707  0.00
59 H -3.8930 1.4090 -5.6591  0.00
60 O 5.7534 0.5761 -3.2235  0.00
61 C 4.6193 0.5153 -2.5340  0.00
62 C 4.3611 1.1401 -1.3279  0.00
63 C 3.1745 0.8779 -0.7327  0.00
64 N 2.1673 0.1370 -1.2109  0.00
65 C 2.3707 -0.4120 -2.3672  0.00
66 Br 1.0420 -1.5206 -3.1164  0.00
67 C 3.5632 -0.3090 -3.0556  0.00
68 H 6.5080 0.9201 -2.6914  0.00
69 H 5.0933 1.7413 -0.7758  0.00
70 H 2.9895 1.2891 0.2604  0.00
71 H 3.6168 -0.8818 -4.0176  0.00

Output
energy relative to the best compared isomer or geometry (same formula, charge and spin): 12.2 kcal per mole
net charge: +2
<S²>: 0.75
multiplicity: 2
orbital gap (spin up / spin down): 7.57 / 6.55 eV

C6H11ClF2N4O | ωB97M-V/def2-TZVPD

Last column: Löwdin charge in e.
Geometry (Å):
1 C 0.9869 0.9221 0.9739  -0.33
2 C -0.8755 1.2169 -0.7231  -0.61
3 C -0.0322 -1.1015 -1.1018  -0.26
4 C 1.8844 1.8841 1.6335  0.07
5 C 1.1631 -0.6508 -1.9071  0.05
6 C -2.6483 -0.7658 0.8741  -0.35
7 N -1.0161 -0.1925 -0.7539  0.02
8 N 0.8411 -0.3293 0.9593  0.19
9 N 0.2929 1.5808 -0.1878  0.14
10 N -0.1844 -2.3865 -0.8413  0.31
11 O -2.3547 -0.6779 -0.4545  0.07
12 F -2.4688 0.4218 1.5721  0.08
13 F -1.7255 -1.5649 1.5014  0.08
14 Cl -2.1806 2.1956 -1.0753  1.01
15 H 2.1459 1.4564 2.5973  0.13
16 H 1.4761 2.8136 1.6693  0.07
17 H 2.6024 1.8342 0.8854  0.10
18 H 0.7863 0.0009 -2.7728  0.15
19 H 1.6325 -1.4910 -2.3541  0.09
20 H 1.8906 -0.0948 -1.2843  0.11
21 H -3.7068 -1.1888 0.9264  0.22
22 H 1.2107 -0.6935 1.8685  0.15
23 H 0.5847 2.5807 -0.3708  0.20
24 H -0.8504 -2.9144 -0.3022  0.16
25 H 0.5458 -2.8556 -1.3322  0.14

Output
energy relative to the best compared isomer or geometry (same formula, charge and spin): 24.6 kcal per mole
net charge: +2
multiplicity: 1
SMILES: [H]/N=C(C)/[NH+]=C(/Cl)N(OC(F)F)C(C)=[NH2+]
orbital gap: 9.42 eV

C4H13N2O2 | ωB97M-V/def2-TZVPD

Last column: Mulliken spin population.
Geometry (Å):
1 N 0.2857 -1.9323 1.1823  -0.01
2 C -0.0618 -0.4872 1.3001  0.00
3 C 0.5381 0.1761 0.0818  -0.12
4 N 0.3744 1.4961 -0.2167  0.63
5 C -0.4027 2.4812 0.5747  0.01
6 C -1.7227 2.6889 -0.2340  0.10
7 O 1.2358 -0.5118 -0.7069  0.40
8 H -0.3108 -2.4297 1.8740  0.00
9 H 1.2525 -1.9007 1.3865  0.00
10 H 0.1876 -2.2509 0.2074  0.00
11 H -1.1584 -0.1487 1.3676  -0.01
12 H 0.3616 0.1058 2.1803  -0.01
13 H 0.8208 1.7477 -1.1964  -0.03
14 H -0.8578 2.0321 1.5383  0.00
15 H 0.1134 3.4319 0.7841  0.02
16 H -2.6856 3.0439 0.2158  0.01
17 H -1.9002 1.9878 -1.0963  0.00
18 H -1.6612 3.6912 -0.7956  0.00
19 H 0.5976 -2.6550 -2.4256  0.00
20 H -0.6597 -3.3098 -2.0607  0.00
21 O 0.1609 -3.1689 -1.6773  0.01

Output
energy relative to the best compared isomer or geometry (same formula, charge and spin): 44.8 kcal per mole
net charge: +2
<S²>: 0.78
multiplicity: 2
orbital gap (spin up / spin down): 10.65 / 5.76 eV

C4H13N2 | ωB97M-V/def2-TZVPD

Last column: Löwdin charge in e.
Geometry (Å):
1 C -0.8450 0.3587 -1.2035  -0.14
2 C -0.0308 -0.8606 -0.8662  -0.18
3 C 0.5769 -1.0572 0.5561  -0.18
4 C 1.0932 0.2509 1.2503  -0.30
5 N 1.7577 1.2253 0.4579  0.00
6 N -2.1051 0.2619 -0.3604  0.18
7 H -0.5918 1.4013 -1.0157  0.13
8 H -1.3096 0.3377 -2.1896  0.13
9 H 0.9334 -0.8436 -1.5161  0.16
10 H -0.5310 -1.7738 -1.1870  0.12
11 H -0.0049 -1.7085 1.1054  0.07
12 H 1.4694 -1.7059 0.5504  0.12
13 H 1.8113 -0.1195 2.0696  0.14
14 H 0.2360 0.7140 1.7130  0.09
15 H 2.6105 1.0196 -0.0295  0.09
16 H 2.1388 1.7920 1.1676  0.06
17 H -2.9897 0.5730 -0.9520  0.24
18 H -1.9066 0.7605 0.4979  0.15
19 H -2.3127 -0.6256 -0.0482  0.12

Output
energy relative to the best compared isomer or geometry (same formula, charge and spin): 55.5 kcal per mole
net charge: +1
multiplicity: 1
SMILES: NCCCC[NH3+]
orbital gap: 9.21 eV

C4H4Br4 | ωB97M-V/def2-TZVPD

Last column: Löwdin charge in e.
Geometry (Å):
1 C 0.5171 0.3637 -0.0433  -0.78
2 C 1.7204 -0.1426 -0.0674  -0.98
3 C -0.7506 -0.5080 0.0604  -0.16
4 C 2.9752 0.7696 0.1377  -1.15
5 Br 0.2304 2.2168 0.2364  0.79
6 Br 1.9927 -1.8861 -0.3386  0.87
7 Br 3.9972 0.7952 -1.5146  0.64
8 Br 4.0354 0.1063 1.6496  0.62
9 H -0.5021 -1.5400 -0.0640  -0.01
10 H -1.6557 -0.1076 -0.5947  0.12
11 H -1.1106 -0.4682 1.1730  0.11
12 H 2.8374 1.7538 0.3736  -0.07

Output
energy relative to the best compared isomer or geometry (same formula, charge and spin): 1.4 kcal per mole
multiplicity: 1
orbital gap: 9.82 eV

C20H31CaN3O3PSbSe4 | ωB97M-V/def2-TZVPD

Last column: Löwdin charge in e.
Geometry (Å):
1 Ca -0.2155 2.2822 0.2592  0.79
2 C -3.5446 -0.8071 1.7865  -0.01
3 C -2.8420 0.4258 1.2138  -0.37
4 O -1.7155 0.2942 0.7344  -0.02
5 C -3.5556 1.6703 1.2863  -0.11
6 C -4.9586 1.6945 1.2717  -0.07
7 C -5.6577 2.8715 1.2486  -0.13
8 C -4.9598 4.0879 1.2489  -0.10
9 C -3.5975 4.1093 1.3078  -0.01
10 C -2.8229 2.9098 1.3637  -0.40
11 O -1.5761 2.9538 1.5435  -0.28
12 H -2.8087 -1.5884 1.9658  0.05
13 H -4.2761 -1.1827 1.0723  0.08
14 H -4.0474 -0.5507 2.7174  0.08
15 H -5.5031 0.7616 1.1996  0.10
16 H -6.7393 2.8571 1.2077  0.08
17 H -5.5170 5.0156 1.2038  0.09
18 H -3.0395 5.0364 1.2874  0.12
19 Se 1.7048 6.9573 -2.0794  -0.38
20 Sb 1.4387 4.5486 -1.7869  -0.32
21 Se 2.1043 3.7721 0.5597  -0.19
22 Se -1.0496 3.8652 -1.8474  -0.16
23 Se 2.6794 3.2220 -3.4572  -0.32
24 O 1.0114 0.6480 0.6315  -0.46
25 P 1.2503 -0.5725 -0.1377  0.62
26 N 0.8752 -1.9946 0.7230  -0.18
27 C 0.7811 -1.7314 2.1523  -0.21
28 C 0.2657 -3.0419 2.7391  -0.17
29 C -0.5722 -3.6605 1.6109  -0.16
30 C -0.2793 -2.8059 0.3655  -0.21
31 N 2.8662 -0.7114 -0.5611  -0.18
32 C 3.8424 0.2563 -0.1021  -0.19
33 C 4.6356 -0.4991 0.9666  -0.16
34 C 4.6080 -1.9602 0.4910  -0.17
35 C 3.5461 -1.9826 -0.6310  -0.22
36 N 0.3895 -0.6785 -1.5655  -0.19
37 C 0.8176 -1.5941 -2.6098  -0.22
38 C -0.0684 -1.1698 -3.7746  -0.17
39 C 0.0383 0.3526 -3.7088  -0.16
40 C 0.2564 0.6330 -2.2187  -0.27
41 H 0.0860 -0.9045 2.3516  0.11
42 H 1.7638 -1.4531 2.5392  0.11
43 H -0.3219 -2.8632 3.6386  0.10
44 H 1.0990 -3.6977 2.9979  0.10
45 H -1.6332 -3.6446 1.8582  0.09
46 H -0.2920 -4.7021 1.4482  0.10
47 H -1.1451 -2.1887 0.0987  0.10
48 H -0.0258 -3.4354 -0.4924  0.09
49 H 3.3547 1.1541 0.2795  0.05
50 H 4.4739 0.5406 -0.9511  0.13
51 H 4.1177 -0.4058 1.9211  0.10
52 H 5.6448 -0.1065 1.0760  0.10
53 H 4.3386 -2.6401 1.3010  0.09
54 H 5.5792 -2.2654 0.1011  0.09
55 H 2.8345 -2.8035 -0.5207  0.10
56 H 4.0389 -2.0716 -1.6086  0.11
57 H 0.6679 -2.6324 -2.3064  0.09
58 H 1.8768 -1.4462 -2.8656  0.12
59 H -1.0963 -1.4809 -3.5736  0.11
60 H 0.2549 -1.5892 -4.7271  0.10
61 H -0.8498 0.8562 -4.0892  0.11
62 H 0.8967 0.7104 -4.2793  0.08
63 H -0.5984 1.1481 -1.7797  0.01
64 H 1.1705 1.2277 -2.0949  0.04

Output
energy relative to the best compared isomer or geometry (same formula, charge and spin): 26.3 kcal per mole
net charge: -2
multiplicity: 1
orbital gap: 4.67 eV

C7H8N2O | ωB97M-V/def2-TZVPD

Last column: Löwdin charge in e.
Geometry (Å):
1 C -1.3829 0.1830 0.5492  -0.16
2 C -0.3300 1.8539 -0.8166  -0.44
3 C -0.7449 -1.8141 1.5053  -0.14
4 C 0.3012 -1.6462 0.4899  -0.12
5 C 1.1485 1.3206 -0.5362  -0.05
6 C 1.1296 -0.1007 -1.0931  -0.17
7 C -1.4429 1.1805 -0.2900  -0.05
8 N -1.4022 -0.4760 1.5766  0.10
9 N 0.1818 -0.6846 -0.2644  -0.01
10 O -0.4520 2.8490 -1.5007  0.04
11 H -0.3914 -1.9660 2.6322  0.16
12 H -1.2918 -2.6528 1.1714  0.10
13 H 1.2027 -2.2964 0.5657  0.15
14 H 1.6741 2.0658 -1.1173  0.11
15 H 1.3168 1.3401 0.5357  0.12
16 H 0.7782 -0.2858 -2.0751  0.13
17 H 2.0786 -0.5493 -0.8739  0.11
18 H -2.3734 1.6788 -0.4589  0.12

Output
energy relative to the best compared isomer or geometry (same formula, charge and spin): 85.7 kcal per mole
multiplicity: 1
orbital gap: 8.67 eV

C16H13IrN2O4S4Sb | ωB97M-V/def2-TZVPD

Last column: Löwdin charge in e.
Geometry (Å):
1 Ir 0.0350 -0.2710 -0.1419  0.84
2 C -6.9593 1.3500 2.9602  -0.06
3 C -5.8919 0.5142 2.3072  -0.27
4 C -5.5145 -0.7134 2.8385  -0.04
5 C -4.5423 -1.4927 2.2244  -0.05
6 C -3.9376 -1.0318 1.0672  -0.26
7 C -4.3045 0.1897 0.5130  -0.04
8 C -5.2752 0.9528 1.1352  -0.03
9 S -2.6564 -1.9760 0.2890  0.59
10 O -2.7016 -1.6591 -1.1133  -0.31
11 O -2.8406 -3.3356 0.7252  -0.30
12 N -1.2725 -1.3883 0.9021  -0.36
13 C -0.6990 -2.0543 2.0803  -0.17
14 C 0.8189 -2.2195 1.9304  -0.64
15 O 1.4407 -2.8669 2.7542  0.04
16 O 1.3337 -1.5886 0.9207  -0.40
17 H -7.2106 0.9704 3.9502  0.07
18 H -7.8717 1.3523 2.3598  0.08
19 H -6.6371 2.3870 3.0645  0.08
20 H -5.9900 -1.0715 3.7443  0.11
21 H -4.2594 -2.4556 2.6279  0.11
22 H -3.8335 0.5258 -0.4047  0.09
23 H -5.5631 1.9041 0.7019  0.12
24 H -1.1329 -3.0418 2.2220  0.11
25 H -0.8928 -1.4637 2.9815  0.12
26 S 3.9834 1.1533 -2.3213  -0.28
27 Sb 3.3376 -0.2562 -0.7023  0.39
28 S 1.5568 1.3001 0.2508  0.06
29 S 1.0987 -0.9228 -1.9094  0.13
30 N -4.9731 4.4847 -2.8765  0.13
31 C -4.1771 3.7553 -2.4781  -0.20
32 C -3.1880 2.8396 -1.9788  -0.25
33 C -2.6793 1.8332 -2.8009  -0.03
34 C -1.7363 0.9485 -2.3106  -0.13
35 C -1.2721 1.0292 -0.9947  -0.41
36 C -1.7812 2.0615 -0.1974  -0.15
37 C -2.7304 2.9527 -0.6682  -0.06
38 H -3.0350 1.7443 -3.8194  0.12
39 H -1.3772 0.1596 -2.9562  0.07
40 H -1.4385 2.1701 0.8262  0.09
41 H -3.1141 3.7383 -0.0299  0.12

Output
net charge: -1
multiplicity: 1
orbital gap (spin up / spin down): 5.60 / 5.60 eV